Entry from OMol25: one molecule with the formula C4H6ClFOS in a non-equilibrium geometry (wB97M-V/def2-TZVPD).

The geometry in XYZ format:
```
14
Properties=species:S:1:pos:R:3:forces:R:3
C 0.082815 -1.017546 -0.216860 0.56 -2.45 -0.73
C 1.070642 -0.137388 0.544886 -0.58 0.33 0.04
C -0.099195 0.905050 0.704388 0.05 1.27 1.07
C -1.040068 -0.301123 0.457489 -1.06 0.84 0.75
H -0.831566 -0.621809 -1.893099 -0.24 0.00 0.06
H 0.213062 -2.126776 -0.039081 -0.26 1.03 -0.23
H 1.294952 -0.579145 1.514901 0.19 0.04 -0.11
H -0.220423 1.393434 1.737064 0.30 -0.68 -1.57
H 0.520465 1.546985 -1.467802 -0.13 0.17 0.00
H -1.345617 -0.716404 1.444673 -0.08 0.05 -0.89
O 0.076310 -0.735195 -1.599833 0.53 -0.17 0.19
F -2.162237 -0.100734 -0.362848 0.66 -0.20 0.78
S -0.123317 2.253753 -0.523371 0.05 -0.34 0.38
Cl 2.564171 0.236896 -0.300513 0.01 0.13 0.24
```
Positions in Å, forces in eV/Å.

Computed properties:
relative energy (zero: lowest compared OMol25 entry of this formula, charge and spin): 47.6 kJ/mol
LUMO: 0.020 hartree
SMILES: O[C@@H]1[C@H](F)[C@H](S)[C@@H]1Cl
E_HOMO: -9.242 eV

Results of the natural (NBO) charge analysis, in e, for atoms 1 through 4: atom 1 (C): 0.048, atom 2 (C): -0.241, atom 3 (C): -0.377, atom 4 (C): 0.161